9
Properties=species:S:1:pos:R:3 method="wB97M-V/def2-TZVPD" lumo_energy_ha=-0.005 e_homo_ev=-9.270 smiles="N#CCOC=S" orbital_gap_ha=0.3359 e_above_lowest_kcal_mol=29.56 mol_weight_g_mol=101.13
N 2.198 -1.563 -0.215
C 1.570 -0.591 -0.174
C 0.726 0.606 -0.140
O -0.537 0.218 -0.642
C -1.509 -0.123 0.184
S -2.935 -0.772 -0.263
H 1.083 1.401 -0.798
H 0.603 0.992 0.860
H -1.198 -0.168 1.187



15
Properties=species:S:1:pos:R:3 method="wB97M-V/def2-TZVPD" lumo_energy_ha=0.008 e_homo_ev=-10.428 smiles="C[C@H]1N=NCN1[N+](=O)[O-]" orbital_gap_ha=0.3908 e_above_lowest_kcal_mol=136.45 mol_weight_g_mol=130.11
C 0.299 -1.902 -0.061
C 0.136 -0.566 0.546
N 1.212 -0.129 1.330
N 1.473 1.065 1.132
C 0.704 1.641 0.044
N -0.150 0.504 -0.397
N -1.375 0.727 -0.812
O -1.580 1.793 -1.338
O -2.118 -0.211 -0.743
H 1.347 -1.869 -0.411
H -0.481 -2.148 -0.822
H 0.097 -2.717 0.613
H -0.656 -0.679 1.198
H -0.022 2.372 0.550
H 1.113 2.118 -0.829



35
Properties=species:S:1:pos:R:3 method="wB97M-V/def2-TZVPD" lumo_energy_ha=-0.013 e_homo_ev=-7.581 orbital_gap_ha=0.2659 e_above_lowest_kcal_mol=0.00 mol_weight_g_mol=245.20
Na -0.150 0.454 0.340
N 1.233 -3.254 0.073
O 0.608 -2.216 0.450
O 1.392 -4.198 0.858
O 1.671 -3.313 -1.095
C 2.244 -0.066 -1.849
O 1.552 1.036 -1.193
H 2.706 0.255 -2.780
H 3.000 -0.455 -1.165
H 1.535 -0.872 -2.020
H 1.890 1.859 -1.550
C 2.643 0.188 1.830
O 1.497 1.024 2.020
H 2.295 -0.744 1.382
H 3.310 0.632 1.083
H 3.176 -0.001 2.759
H 1.737 1.820 2.499
C -1.708 -1.028 -2.482
O -1.583 0.221 -1.802
H -0.831 -1.632 -2.263
H -2.590 -1.569 -2.128
H -1.794 -0.900 -3.563
H -2.391 0.725 -1.921
C -2.840 -1.374 1.135
O -1.639 -0.904 1.725
H -2.666 -2.338 0.650
H -3.616 -1.526 1.895
H -3.227 -0.645 0.429
H -1.392 -1.501 2.436
C -0.662 3.517 0.745
O -1.642 2.482 0.655
H -0.783 4.234 -0.070
H -0.825 4.096 1.662
H 0.332 3.085 0.771
H -2.484 2.910 0.484



137
Properties=species:S:1:pos:R:3 method="wB97M-V/def2-TZVPD" lumo_energy_ha=0.013 e_homo_ev=-8.484 smiles=CO[C@H](CN)CCC(C)C.CCCC#N.CCCC#N.CCCC#N.CCCC#N.CCCC#N.CCCC#N.CCCC#N.CCCC#N.CCCC#N orbital_gap_ha=0.3249 e_above_lowest_kcal_mol=4.29 mol_weight_g_mol=767.21
C -1.859 -2.436 1.729
O -2.771 -1.638 0.998
C -2.237 -1.166 -0.226
C -3.011 0.056 -0.722
N -2.182 1.282 -0.779
C -2.143 -2.248 -1.309
C -1.166 -1.820 -2.422
C 0.143 -2.621 -2.468
C 0.737 -2.501 -3.889
C 1.164 -2.101 -1.451
H -2.326 -3.398 1.955
H -0.957 -2.637 1.151
H -1.597 -1.965 2.676
H -1.209 -0.831 -0.033
H -3.897 0.271 -0.127
H -3.352 -0.158 -1.737
H -2.374 1.783 -1.636
H -1.197 1.052 -0.808
H -1.829 -3.186 -0.848
H -3.117 -2.408 -1.773
H -0.897 -0.765 -2.331
H -1.639 -1.931 -3.399
H -0.019 -3.678 -2.243
H 0.296 -3.235 -4.564
H 0.439 -1.521 -4.263
H 1.825 -2.503 -3.882
H 0.685 -1.856 -0.500
H 1.626 -1.186 -1.820
H 1.931 -2.844 -1.232
C 4.861 0.133 -1.206
C 5.392 0.560 -2.565
C 4.456 1.534 -3.288
C 3.147 0.924 -3.528
N 2.134 0.415 -3.721
H 3.918 -0.414 -1.298
H 5.572 -0.525 -0.709
H 4.695 0.993 -0.569
H 5.555 -0.323 -3.188
H 6.362 1.044 -2.436
H 4.881 1.832 -4.248
H 4.312 2.437 -2.691
C -8.441 -1.344 0.669
C -7.425 -0.352 1.211
C -7.195 0.832 0.264
C -6.684 0.394 -1.039
N -6.298 0.047 -2.067
H -8.101 -1.799 -0.265
H -8.603 -2.146 1.386
H -9.395 -0.852 0.486
H -6.478 -0.864 1.398
H -7.775 0.032 2.166
H -6.476 1.531 0.692
H -8.131 1.368 0.100
C 4.135 1.131 3.492
C 5.277 2.042 3.930
C 5.636 3.091 2.874
C 6.065 2.457 1.624
N 6.412 1.941 0.656
H 4.396 0.550 2.605
H 3.888 0.423 4.282
H 3.237 1.709 3.266
H 6.157 1.432 4.155
H 5.004 2.568 4.848
H 6.444 3.731 3.228
H 4.774 3.726 2.663
C 4.169 -3.381 -8.322
C 3.108 -2.829 -7.375
C 3.677 -1.844 -6.347
C 4.682 -2.499 -5.507
N 5.474 -3.013 -4.851
H 4.928 -3.948 -7.781
H 3.718 -4.051 -9.053
H 4.667 -2.575 -8.865
H 2.624 -3.657 -6.853
H 2.337 -2.319 -7.954
H 2.879 -1.466 -5.706
H 4.138 -0.991 -6.848
C 5.048 6.493 -2.451
C 6.168 5.575 -1.975
C 7.252 5.355 -3.037
C 6.693 4.732 -4.240
N 6.238 4.228 -5.167
H 4.520 6.067 -3.306
H 4.316 6.646 -1.658
H 5.438 7.470 -2.744
H 5.748 4.610 -1.682
H 6.635 6.002 -1.086
H 8.037 4.705 -2.649
H 7.710 6.303 -3.321
C 7.970 4.071 8.508
C 8.505 4.485 7.141
C 7.580 5.466 6.411
C 6.262 4.871 6.176
N 5.238 4.384 5.988
H 7.018 3.545 8.421
H 8.670 3.400 9.004
H 7.822 4.940 9.151
H 8.650 3.596 6.525
H 9.482 4.955 7.261
H 8.005 5.748 5.448
H 7.446 6.376 6.998
C -4.228 -1.674 4.802
C -4.908 -0.359 5.155
C -6.318 -0.551 5.724
C -7.189 -1.220 4.755
N -7.861 -1.728 3.973
H -4.771 -2.207 4.021
H -3.221 -1.492 4.432
H -4.155 -2.326 5.676
H -4.957 0.272 4.265
H -4.307 0.175 5.893
H -6.763 0.412 5.976
H -6.286 -1.154 6.633
C -12.143 0.746 -2.048
C -13.253 1.142 -1.081
C -12.764 2.066 0.040
C -11.726 1.413 0.842
N -10.902 0.899 1.455
H -11.357 0.182 -1.544
H -12.537 0.115 -2.845
H -11.689 1.626 -2.508
H -13.691 0.243 -0.644
H -14.047 1.651 -1.629
H -13.587 2.338 0.700
H -12.349 2.986 -0.376
C 0.472 -6.433 -1.149
C 0.968 -7.285 0.013
C 0.372 -6.858 1.358
C 0.727 -5.471 1.672
N 1.007 -4.385 1.918
H 0.766 -5.390 -1.028
H 0.894 -6.785 -2.091
H -0.616 -6.475 -1.232
H 2.057 -7.228 0.064
H 0.711 -8.331 -0.165
H 0.740 -7.496 2.161
H -0.716 -6.938 1.337



20
Properties=species:S:1:pos:R:3 method="wB97M-V/def2-TZVPD" lumo_energy_ha=0.124 charge=-1 e_homo_ev=-2.924 orbital_gap_ha=0.2311 e_above_lowest_kcal_mol=0.00 mol_weight_g_mol=213.04
C -2.653 1.181 0.070
C -0.403 2.138 0.072
C 2.334 0.741 0.397
C -0.437 -2.885 0.159
C 1.603 1.308 -0.813
C -1.875 -2.484 0.476
N -1.750 2.001 0.107
O -3.761 0.873 -0.076
O 0.176 3.069 0.578
O 0.195 1.194 -0.680
Cl -1.735 -0.756 1.166
Cl -2.692 -2.284 -1.149
H 2.043 -0.294 0.556
H 3.408 0.797 0.239
H 2.072 1.318 1.282
H -0.457 -3.876 -0.300
H 0.098 -2.205 -0.516
H 0.119 -2.953 1.098
H 1.850 0.750 -1.722
H 1.864 2.366 -0.944



78
Properties=species:S:1:pos:R:3 method="wB97M-V/def2-TZVPD" lumo_energy_ha=-0.139 charge=+1 e_homo_ev=-11.428 orbital_gap_ha=0.2809 mol_weight_g_mol=598.79
C -1.702 -4.754 2.131
C -3.164 -4.441 1.876
N -3.810 -3.643 3.003
C -4.145 -2.444 2.523
N -5.352 -1.949 2.673
N -3.206 -1.715 1.806
C -1.989 -1.376 2.600
C -2.083 -0.051 3.361
C -2.651 1.104 2.523
C -4.001 1.624 2.942
O -4.688 2.298 2.207
O -4.433 1.326 4.230
C -2.873 -2.527 0.575
C -3.463 -1.861 -0.662
C -2.584 -0.785 -1.271
C -1.324 -1.294 -1.971
C -0.164 -1.392 -0.968
S 1.028 -0.044 -1.249
C 1.886 -0.091 0.283
N 1.271 -0.005 1.383
N 2.234 -0.123 2.383
C 3.334 -0.256 1.791
O 3.211 -0.252 0.451
O -3.446 -3.829 0.659
H -1.169 -3.950 2.621
H -1.207 -4.903 1.177
H -1.570 -5.648 2.725
H -3.685 -5.389 1.868
H -4.666 -4.124 3.271
H -6.139 -2.577 2.731
H -5.493 -0.954 2.651
H -1.151 -1.272 1.920
H -1.738 -2.135 3.335
H -2.619 -0.170 4.295
H -1.061 0.199 3.626
H -1.965 1.943 2.581
H -2.711 0.823 1.481
H -5.242 0.812 4.192
H -1.801 -2.656 0.482
H -4.375 -1.367 -0.334
H -3.779 -2.607 -1.381
H -2.299 -0.013 -0.560
H -3.190 -0.280 -2.017
H -1.036 -0.676 -2.813
H -1.492 -2.290 -2.370
H -0.549 -1.202 0.021
H 0.378 -2.328 -1.009
H 4.292 -0.386 2.248
C 5.564 0.001 -4.391
C 5.151 0.924 -5.545
C 3.954 0.272 -6.249
S 3.115 -0.711 -5.001
O 3.218 -2.103 -5.358
O 1.845 -0.105 -4.688
C 4.270 -0.375 -3.676
H 6.266 0.487 -3.715
H 6.045 -0.896 -4.788
H 4.858 1.896 -5.145
H 5.971 1.091 -6.242
H 3.258 1.008 -6.643
H 4.269 -0.403 -7.043
H 4.361 -1.255 -3.043
H 3.877 0.464 -3.101
C 1.958 4.237 1.983
C 1.430 5.499 1.283
C 2.162 5.623 -0.061
S 2.601 3.949 -0.538
O 4.037 3.827 -0.534
O 1.817 3.550 -1.679
C 1.956 3.144 0.917
H 1.344 3.960 2.839
H 2.976 4.408 2.340
H 0.357 5.394 1.109
H 1.576 6.389 1.892
H 1.535 6.058 -0.833
H 3.085 6.192 0.032
H 2.586 2.298 1.168
H 0.945 2.809 0.688